C58H58N8O6 | wB97M-V/def2-TZVPD

CARTESIAN COORDINATES (ANGSTROEM)
O (-32.877, -21.900, 4.817)
C (-32.167, -22.056, 6.023)
C (-31.440, -23.342, 6.210)
C (-30.934, -23.494, 7.691)
C (-31.287, -22.574, 8.605)
O (-30.885, -22.632, 9.932)
C (-31.979, -21.511, 8.266)
C (-32.398, -21.150, 6.955)
H (-33.737, -21.705, 5.079)
H (-31.219, -23.908, 5.342)
H (-30.179, -24.245, 7.604)
H (-31.053, -23.497, 10.304)
H (-32.138, -20.755, 9.007)
H (-32.891, -20.309, 6.712)
O (-26.962, -25.502, 10.919)
C (-27.382, -24.650, 9.892)
C (-27.243, -25.026, 8.541)
C (-27.488, -24.070, 7.450)
C (-27.653, -22.656, 7.812)
O (-27.885, -21.745, 6.813)
C (-27.737, -22.284, 9.157)
C (-27.452, -23.259, 10.149)
H (-26.470, -26.153, 10.744)
H (-27.213, -25.985, 8.075)
H (-27.290, -24.523, 6.468)
H (-28.145, -20.789, 7.200)
H (-27.699, -21.294, 9.455)
H (-27.182, -22.948, 11.278)
O (-26.697, -25.697, 18.168)
C (-27.191, -25.339, 16.949)
C (-26.598, -25.739, 15.794)
C (-27.183, -25.099, 14.519)
C (-28.341, -24.438, 14.414)
O (-28.959, -24.000, 13.350)
C (-28.886, -23.941, 15.724)
C (-28.254, -24.483, 16.959)
H (-27.052, -24.975, 18.787)
H (-25.687, -26.384, 15.584)
H (-26.829, -25.264, 13.477)
H (-28.524, -24.224, 12.462)
H (-29.699, -23.510, 15.609)
H (-28.645, -24.382, 17.864)
C (-23.779, -21.462, 6.585)
C (-23.250, -20.150, 6.804)
C (-23.834, -19.134, 6.036)
N (-24.952, -19.404, 5.181)
C (-25.342, -20.731, 5.038)
C (-24.777, -21.780, 5.768)
H (-23.457, -22.401, 7.097)
H (-22.388, -19.860, 7.528)
H (-23.821, -18.095, 6.266)
H (-26.003, -20.887, 4.283)
H (-25.362, -22.786, 5.590)
C (-29.538, -16.514, 8.337)
C (-28.372, -16.493, 7.467)
C (-27.427, -17.361, 7.747)
N (-27.427, -18.285, 8.733)
C (-28.550, -18.354, 9.444)
C (-29.702, -17.527, 9.239)
H (-30.109, -15.623, 8.105)
H (-28.179, -15.589, 7.029)
H (-26.573, -17.474, 7.126)
H (-28.634, -19.177, 10.365)
H (-30.526, -17.617, 9.910)
C (-30.894, -17.972, 5.176)
C (-30.397, -19.234, 4.811)
C (-30.023, -19.276, 3.457)
N (-30.192, -18.367, 2.497)
C (-30.852, -17.187, 2.888)
C (-31.203, -16.965, 4.242)
H (-30.951, -17.828, 6.262)
H (-30.095, -19.872, 5.456)
H (-29.551, -20.196, 3.132)
H (-31.092, -16.782, 1.973)
H (-31.698, -16.057, 4.704)
C (-30.327, -18.807, 12.721)
C (-29.818, -20.139, 12.363)
C (-28.600, -20.453, 13.040)
N (-27.874, -19.549, 13.867)
C (-28.476, -18.412, 14.035)
C (-29.646, -17.931, 13.553)
H (-31.031, -18.411, 12.213)
H (-30.296, -20.836, 11.710)
H (-28.097, -21.416, 12.948)
H (-28.024, -17.729, 14.603)
H (-30.026, -17.000, 14.012)
C (-24.286, -25.257, 4.209)
C (-24.692, -26.216, 3.381)
C (-23.698, -27.013, 2.717)
N (-22.295, -26.803, 2.685)
C (-21.942, -25.835, 3.525)
C (-22.881, -24.997, 4.239)
H (-25.077, -24.785, 4.723)
H (-25.801, -26.516, 3.352)
H (-23.884, -27.770, 2.036)
H (-20.829, -25.517, 3.580)
H (-22.291, -24.350, 4.877)
C (-26.135, -28.843, 9.519)
C (-27.257, -29.098, 10.238)
C (-27.135, -28.717, 11.616)
N (-26.077, -28.111, 12.163)
C (-25.034, -27.930, 11.416)
C (-24.928, -28.354, 10.081)
H (-25.987, -29.296, 8.463)
H (-27.981, -29.666, 9.856)
H (-27.854, -29.061, 12.338)
H (-24.157, -27.669, 11.769)
H (-24.114, -28.269, 9.590)
C (-29.370, -22.785, 1.637)
C (-27.975, -22.867, 1.291)
C (-27.028, -23.080, 2.321)
N (-27.465, -23.048, 3.589)
C (-28.764, -22.847, 3.950)
C (-29.737, -22.926, 2.967)
H (-30.201, -22.560, 0.827)
H (-27.616, -23.040, 0.273)
H (-26.106, -23.059, 2.138)
H (-28.810, -22.906, 5.109)
H (-30.880, -22.688, 3.331)
C (-25.089, -18.860, 12.538)
C (-25.288, -19.166, 11.076)
C (-24.504, -18.791, 10.145)
N (-23.438, -18.072, 10.398)
C (-23.136, -17.614, 11.665)
C (-23.893, -17.992, 12.723)
H (-25.710, -19.153, 13.279)
H (-26.227, -19.842, 10.943)
H (-24.457, -19.167, 9.163)
H (-22.215, -17.156, 11.671)
H (-23.751, -17.653, 13.933)

Cartesian forces, eV/Å:
O 3.1 -0.7 -0.6
C 0.3 -5.2 -3.1
C -0.7 4.9 5.4
C -0.6 -1.3 -8.0
C 1.4 -1.8 2.1
O 0.1 0.2 0.0
C -2.2 4.8 -1.9
C 2.2 -2.6 4.2
H -2.4 0.6 0.4
H 0.3 -0.9 -0.2
H 0.3 -0.6 1.5
H 0.1 -0.3 0.0
H -0.2 0.1 0.7
H -1.6 2.9 -0.4
O -7.4 9.3 2.6
C 2.6 0.1 -1.0
C -2.2 2.7 -2.2
C 1.2 0.6 3.2
C -1.0 -1.7 -0.8
O -0.6 2.7 1.2
C 1.5 -3.5 0.2
C 0.0 0.0 2.2
H 5.9 -7.9 -3.0
H 0.5 -1.1 0.8
H -0.5 1.0 0.2
H 1.1 -3.3 -1.0
H -0.3 2.0 0.3
H -0.9 -0.5 -2.7
O -0.5 1.2 1.8
C 1.4 -0.4 -0.3
C -0.1 1.3 -5.0
C 2.2 -3.0 0.3
C -0.5 1.9 6.4
O -0.4 0.4 -3.9
C 9.6 -7.4 1.1
C -1.8 1.7 -7.2
H 1.0 -1.9 -1.0
H -1.4 0.9 0.9
H 0.8 -0.7 1.1
H -0.5 0.1 2.0
H -7.6 4.5 0.0
H -2.1 1.2 3.7
C 2.6 -1.3 2.7
C 0.6 0.5 -0.3
C -3.8 -2.4 -0.4
N 1.8 -2.1 1.0
C 3.2 3.6 1.8
C -3.8 -0.6 -2.7
H 0.6 1.3 0.3
H -1.7 -1.0 -1.3
H 1.0 0.7 -0.1
H -2.3 -0.5 -1.8
H 1.8 1.8 0.8
C 1.6 0.7 -2.2
C -3.6 0.3 3.6
C 2.5 -2.8 0.0
N -1.7 -0.4 0.5
C -0.7 -1.8 1.9
C 1.7 -0.1 0.1
H -1.0 -0.4 0.7
H 0.4 1.7 -2.1
H 1.0 0.4 -0.4
H 0.5 2.2 -2.6
H -0.5 0.0 0.2
C 0.4 -1.0 0.5
C -1.5 7.1 -5.5
C 0.3 -1.2 -0.2
N -1.3 1.3 2.1
C 1.1 -3.9 1.9
C -0.1 0.4 0.0
H -0.5 0.4 -0.5
H 1.7 -4.6 4.2
H 0.2 0.0 -0.2
H -0.8 2.5 -1.2
H 0.7 -0.9 -1.3
C 5.0 -3.3 1.5
C 2.0 2.7 3.1
C 0.3 1.4 0.5
N -2.0 -2.9 -2.4
C 0.0 -0.6 -0.2
C -1.8 -1.3 -0.4
H -5.6 2.1 -3.3
H -0.3 -0.2 -0.3
H -0.3 0.1 -0.1
H 2.5 2.3 2.6
H 0.1 -0.5 -1.0
C 3.0 1.6 0.6
C -0.5 -4.3 -2.2
C 2.2 2.2 0.2
N -3.3 0.2 1.4
C 0.0 2.1 0.1
C 0.9 -1.6 0.0
H -0.1 1.1 0.9
H 1.9 0.5 -0.3
H -1.2 -1.5 -1.0
H -1.9 -0.8 0.0
H -1.0 0.6 0.2
C 3.1 -1.3 -3.0
C 3.3 2.6 3.8
C -0.2 -0.6 -0.9
N -1.7 -0.5 0.8
C -1.4 -2.1 -4.2
C -8.0 0.0 3.8
H -0.7 1.0 1.6
H -3.1 -1.8 -1.2
H -0.6 0.3 0.1
H 3.9 2.0 2.7
H 5.5 0.5 -3.4
C 0.2 0.1 -2.1
C -0.8 -1.3 0.5
C -10.2 1.2 1.4
N 0.7 0.6 0.8
C 2.6 -2.4 0.8
C -3.5 2.6 1.6
H 2.0 -0.8 1.7
H -0.4 0.7 0.1
H 7.6 -0.4 -1.2
H -0.9 0.5 -2.3
H 2.8 -0.9 -1.2
C 5.3 3.3 -6.8
C -6.8 -3.5 8.8
C 4.2 1.4 -2.9
N 2.2 2.0 1.4
C -1.9 -2.4 -3.1
C -3.7 -1.3 5.2
H -1.8 -1.0 2.1
H 1.8 1.2 -0.3
H -1.0 -0.3 -1.2
H 1.7 1.4 0.6
H 0.2 -0.8 -3.8

Computed properties:
- charge = 0
- LUMO energy (hartree) = 0.0106
- energy relative to the best compared isomer or geometry (same formula, charge and spin) (kcal per mole) = 58.2
- E_tot (eV) = -85273.528
- SMILES string = Oc1ccc(O)cc1.Oc1ccc(O)cc1.Oc1ccc(O)cc1.c1ccncc1.c1ccncc1.c1ccncc1.c1ccncc1.c1ccncc1.c1ccncc1.c1ccncc1.c1ccncc1
- E_HOMO (eV) = -7.989